(1)
Formula: C28H84N12O6P4S2
Source: the Open Molecules 2025 dataset
Level of theory: wB97M-V/def2-TZVPD

**Total charge**: 0
**Gap between HOMO and LUMO**: 7.80 eV
**ΔE to the lowest compared entry with this formula, charge and spin**: 0.000 eV
**Multiplicity**: 1
**DFT total energy**: -119394.329 eV

Atoms and positions in Å:
1 S -5.5658 -0.5712 0.3990
2 S -0.3498 -0.6627 -0.8010
3 P -5.0498 2.6890 -5.3484
4 P -0.0746 4.2641 2.3478
5 P 2.0150 -6.6209 0.5260
6 P 6.4546 -1.2149 0.9974
7 O 2.3072 -7.3464 -0.7184
8 O 1.3242 3.8322 2.4939
9 O 6.5179 -2.5650 0.4148
10 O -5.6999 -1.3543 1.6606
11 O -0.6785 -2.1063 -1.0081
12 O -5.1148 2.6875 -6.8158
13 N -5.4923 4.1333 -4.6541
14 N 3.1814 -5.4811 0.8919
15 N 5.1375 -0.3568 0.4350
16 N -0.3142 5.9003 2.5393
17 N 6.4219 -1.2300 2.6742
18 N 1.8821 -7.5544 1.9096
19 N -3.5986 2.3705 -4.5830
20 N -6.0429 1.5077 -4.7095
21 N 0.5746 -5.7667 0.4998
22 N 7.7570 -0.2205 0.6848
23 N -0.7080 3.8544 0.8530
24 N -1.0723 3.6020 3.5063
25 C -2.0160 4.3171 0.4079
26 C 3.9801 -4.9221 -0.1953
27 C -0.2334 6.8479 1.4321
28 C -0.1349 6.4676 3.8705
29 C -2.3835 4.1017 3.8516
30 C 0.0141 -5.1960 1.7208
31 C 0.8459 -8.5820 1.8785
32 C 4.9788 1.0831 0.6229
33 C 9.0283 -0.6842 1.2192
34 C -6.2633 1.4507 -3.2803
35 C 5.7690 -2.4053 3.2531
36 C -0.2319 -0.5100 0.9942
37 C 3.2784 -4.8098 2.1693
38 C 6.5124 -0.0381 3.4822
39 C -6.4714 4.9124 -5.4227
40 C -0.8925 2.1890 3.7956
41 C -5.1158 4.6329 -3.3472
42 C -7.2435 -0.6203 -0.2830
43 C 3.1297 -8.0168 2.5024
44 C -1.9177 0.1987 -0.9405
45 C -6.8426 0.6349 -5.5593
46 C 0.2294 3.5743 -0.2318
47 C -4.7820 -1.7189 -0.7543
48 C 3.8727 -1.0916 0.2992
49 C 0.3508 -4.9277 -0.6635
50 C -2.5658 3.3893 -4.4677
51 C -3.0781 1.0195 -4.6320
52 C 7.8862 0.2672 -0.6915
53 H 6.7695 -0.2663 4.5165
54 H 0.7231 -5.4146 -1.5656
55 H -6.0000 5.3610 -6.2988
56 H -2.4378 -0.1285 -1.8456
57 H -3.1746 3.7806 3.1605
58 H 0.7467 4.4944 -0.5380
59 H -6.2543 0.2988 -6.4115
60 H 7.0185 0.8532 -0.9945
61 H 0.9046 -3.9847 -0.5778
62 H 8.8813 -1.0556 2.2362
63 H -7.2242 -0.2224 -5.0076
64 H -4.9530 -1.4522 -1.7954
65 H -0.9110 7.2015 4.0990
66 H 3.3529 -4.4266 -0.9433
67 H -1.5595 1.5440 3.2101
68 H 0.5565 6.5618 0.7328
69 H 0.6585 -8.9476 2.8893
70 H -5.9517 5.1563 -2.8792
71 H 3.0326 -3.7465 2.0310
72 H -7.2822 4.2727 -5.7746
73 H -2.5225 0.8224 -5.5565
74 H -2.2904 3.5477 -3.4186
75 H 4.7655 -2.5780 2.8589
76 H -2.6183 0.0217 -0.1275
77 H -2.4103 5.1889 3.9073
78 H 9.3809 -1.5804 0.6889
79 H -0.0672 0.5344 1.2672
80 H -6.6770 0.4632 -3.0698
81 H 4.3184 -4.7800 2.5221
82 H 3.7071 -7.2001 2.9344
83 H 3.0679 -0.3750 0.1426
84 H 2.9292 -8.6846 3.3422
85 H -3.7495 -1.7959 -0.4229
86 H 5.9247 1.6084 0.5347
87 H -2.3517 0.8341 -3.8338
88 H -2.6844 3.7290 4.8343
89 H 4.7019 -4.2011 0.1903
90 H -6.8729 5.7099 -4.8017
91 H -7.8549 -0.2131 0.5206
92 H 0.4277 -5.6657 2.6073
93 H -6.9848 2.2022 -2.9357
94 H -0.7051 -4.6937 -0.7864
95 H -7.5878 -1.6168 -0.5499
96 H 0.0258 7.8334 1.8125
97 H 4.6166 1.2927 1.6391
98 H -7.3189 0.0443 -1.1435
99 H 2.6831 -5.2880 2.9393
100 H -4.2590 5.3119 -3.3827
101 H -0.0651 -8.1647 1.4531
102 H 9.8055 0.0760 1.2354
103 H 3.6500 -1.6735 1.1963
104 H 5.7030 -2.4024 4.3392
105 H 0.1384 -4.1086 1.6882
106 H 0.1368 1.9072 3.5736
107 H -2.6348 4.5929 1.2565
108 H -5.3619 1.5398 -2.6677
109 H 8.7587 0.8952 -0.8470
110 H 0.9710 2.8546 0.1049
111 H -2.4533 3.5527 -0.2330
112 H -3.8819 0.2980 -4.4991
113 H -0.2923 3.2341 -1.1274
114 H -1.9208 5.2516 -0.1613
115 H -1.0671 2.0064 4.8576
116 H 3.7716 -8.5408 1.7855
117 H -4.8828 3.8021 -2.6802
118 H 0.5828 -1.1460 1.3362
119 H 5.6094 0.5829 3.4579
120 H 3.9188 -1.7492 -0.5684
121 H -1.1544 -0.8841 1.4375
122 H -1.8281 1.2683 -1.1551
123 H 4.5506 -5.7060 -0.6948
124 H 6.3781 -3.2574 2.9419
125 H -1.0627 -5.4023 1.7491
126 H 4.2154 1.4764 -0.0461
127 H -1.1925 6.8949 0.9180
128 H -0.1322 5.7073 4.6485
129 H 7.3057 0.6198 3.1178
130 H 0.8512 6.9437 3.9188
131 H -1.6552 3.0684 -4.9821
132 H -2.8897 4.3313 -4.9034
133 H -7.7055 1.1762 -5.9628
134 H 7.8788 -0.5954 -1.3700
135 H 1.1511 -9.4440 1.2724
136 H -5.2027 -2.7104 -0.5721

(2)
Formula: C8H5Cl2FeInNO3
Source: the Open Molecules 2025 dataset
Level of theory: wB97M-V/def2-TZVPD

**Expectation value of S²**: 8.801
**Total charge**: +4
**Gap between HOMO and LUMO (spin up / spin down)**: 3.99 / 4.39 eV
**Multiplicity**: 6
**DFT total energy**: -80562.459 eV

Atoms and positions in Å:
1 In -0.6543 -3.0250 -2.6939
2 Fe 1.7586 -0.4596 0.8561
3 Cl -1.1893 -0.6932 -2.6234
4 Cl 3.3119 -0.8693 -0.5417
5 O -2.9389 -1.7856 -5.1274
6 O 1.1452 -3.3520 0.8996
7 O 2.5354 -3.1373 -4.3858
8 N 0.4670 0.7807 1.2774
9 C -1.6555 1.5999 1.9848
10 C -2.2811 -2.5640 -4.6137
11 C 1.5098 -3.1449 -3.8746
12 C 1.2085 -2.2156 1.1734
13 C 1.0711 1.9545 1.6284
14 C 0.3328 2.9304 2.2691
15 C -0.8943 0.6320 1.3433
16 C -1.0355 2.7440 2.4944
17 H -1.6092 3.5085 3.0031
18 H -2.7282 1.4510 2.0939
19 H 2.1298 2.0618 1.3800
20 H 0.8271 3.8483 2.5848
21 H -1.3108 -0.2648 0.8722